(1)
Formula: C38H47GeN9O2SSr
Source: the OMol25 dataset
Level of theory: ωB97M-V/def2-TZVPD

Results
Frontier orbital gap (spin up / spin down) ... 7.45 / 6.69 eV
LUMO (spin up / spin down) ... -1.808 / -3.253 eV
Energy relative to the best compared isomer or geometry (same formula, charge and spin) ... 1.446 eV
⟨S²⟩ ... 0.755

ORCA input file:
```
! wB97M-V def2-TZVPD RIJCOSX def2/J DEFGRID3
* xyz 1 2
Sr 0.473 -1.345 0.808
N -1.899 -2.522 0.286
C -0.886 -3.540 -0.005
C 0.007 -3.106 -1.192
N 1.428 -2.894 -0.824
C 2.016 -3.902 0.053
C 2.203 -3.440 1.523
N 2.750 -2.081 1.570
C 2.207 -2.554 -1.993
C 3.333 -1.612 -1.675
N 2.785 -0.418 -1.024
H -2.528 -2.854 1.007
H -2.448 -2.320 -0.542
H -1.303 -4.535 -0.177
H -0.279 -3.649 0.893
H -0.381 -2.166 -1.615
H -0.076 -3.842 -1.998
H 3.020 -4.122 -0.317
H 1.446 -4.834 0.004
H 2.871 -4.150 2.011
H 1.293 -3.464 2.122
H 2.788 -1.771 0.605
H 3.729 -2.101 1.829
H 1.516 -2.058 -2.680
H 2.596 -3.455 -2.494
H 3.882 -1.397 -2.598
H 4.050 -2.080 -0.991
H 2.270 0.146 -1.693
H 3.542 0.167 -0.685
C -4.296 0.871 3.953
C -3.349 0.220 2.983
N -3.492 0.297 1.717
O -4.524 1.102 1.252
C -2.210 -0.589 3.483
C -2.281 -1.235 4.835
N -1.184 -0.722 2.711
O -0.183 -1.493 3.114
H -4.351 1.949 3.785
H -3.975 0.729 4.980
H -5.301 0.453 3.853
H -4.917 1.596 1.987
H -2.382 -0.498 5.634
H -1.368 -1.799 4.998
H -3.136 -1.911 4.909
N -1.681 -0.627 -5.405
C -0.800 -1.425 -6.107
C -0.762 -1.841 -7.433
C 0.289 -2.659 -7.794
C 1.268 -3.048 -6.867
C 1.221 -2.630 -5.552
C 0.165 -1.804 -5.168
N -0.132 -1.244 -3.929
C -1.229 -0.559 -4.117
C -1.933 0.211 -3.092
C -3.006 1.020 -3.317
S -3.518 1.736 -1.859
C -2.255 0.932 -1.044
N -1.501 0.173 -1.784
H -2.507 -0.189 -5.772
H -1.515 -1.542 -8.150
H 0.362 -3.009 -8.815
H 2.075 -3.690 -7.194
H 1.980 -2.934 -4.844
H -3.511 1.229 -4.246
H -2.157 1.013 0.028
C 2.384 4.332 -1.961
C 1.686 3.189 -2.321
C 1.013 2.450 -1.353
C 1.029 2.837 -0.015
C 1.729 3.996 0.329
C 2.402 4.736 -0.632
Ge 0.127 1.843 1.442
C -1.208 3.057 2.166
C -1.646 3.025 3.489
C -2.575 3.947 3.949
C -3.104 4.897 3.085
C -2.693 4.927 1.760
C -1.748 4.017 1.307
C 1.562 1.314 2.648
C 2.874 1.369 2.168
C 3.947 1.010 2.973
C 3.722 0.582 4.273
C 2.424 0.508 4.760
C 1.354 0.861 3.952
H 2.907 4.911 -2.711
H 1.656 2.875 -3.358
H 0.460 1.570 -1.654
H 1.755 4.327 1.362
H 2.939 5.631 -0.345
H -1.249 2.288 4.179
H -2.884 3.928 4.987
H -3.828 5.616 3.447
H -3.097 5.668 1.082
H -1.418 4.067 0.275
H 3.065 1.728 1.163
H 4.958 1.082 2.592
H 4.555 0.311 4.909
H 2.244 0.166 5.770
H 0.348 0.748 4.337
*
```



(2)
Formula: C29H28N2O6S
Source: the OMol25 dataset
Level of theory: ωB97M-V/def2-TZVPD

Results
Frontier orbital gap ... 7.20 eV
SMILES string ... CCN(C(=O)COC(=O)c1cc(-c2ccc3cc(OC)ccc3c2)nc2ccccc12)[C@@H]1CCS(=O)(=O)C1
LUMO ... -1.092 eV
Energy relative to the best compared isomer or geometry (same formula, charge and spin) ... 22.803 eV

ORCA input file:
```
! wB97M-V def2-TZVPD RIJCOSX def2/J DEFGRID3
* xyz 0 1
C -3.402 -1.728 -4.801
C -1.732 -1.293 -4.269
N -1.068 -2.441 -4.165
C -1.175 -3.279 -3.158
O -0.392 -4.597 -3.262
C -1.688 -3.147 -1.816
O -1.220 -1.978 -1.183
C -0.376 -1.849 -0.276
O -0.346 -3.075 0.366
C 0.003 -0.652 0.307
C -0.171 -0.393 1.706
C 0.262 0.923 2.132
C 0.242 1.062 3.728
C 0.329 -0.043 4.543
C 0.815 0.029 5.889
C 0.367 1.198 6.479
C 0.541 1.688 7.847
C 0.408 2.998 8.334
O 0.178 3.051 9.845
C 0.246 4.345 10.372
C 0.072 3.923 7.460
C 0.173 3.748 6.159
C 0.235 2.352 5.604
C 0.108 2.280 4.141
N 0.429 1.909 1.478
C 0.494 1.558 0.070
C 0.622 2.863 -0.603
C 0.855 2.789 -1.954
C 0.357 1.580 -2.530
C 0.172 0.364 -1.903
C 0.012 0.507 -0.474
C -0.270 -3.032 -5.386
C 1.166 -3.078 -5.081
C 1.656 -1.525 -4.907
S 0.679 -0.672 -6.450
O -0.109 0.417 -5.829
O 1.667 -0.530 -7.476
C -0.422 -2.127 -6.590
H -3.801 -2.538 -4.282
H -3.944 -0.984 -4.859
H -3.240 -2.112 -5.826
H -2.040 -0.925 -3.239
H -1.480 -0.535 -4.845
H -2.827 -2.976 -2.088
H -1.659 -4.086 -1.061
H -0.375 -1.325 2.428
H 0.731 -1.123 4.184
H 0.731 -0.778 6.711
H 0.577 0.891 8.405
H -0.713 4.834 10.086
H 0.414 4.065 11.491
H 1.054 4.972 9.794
H -0.044 5.043 7.751
H -0.137 4.684 5.288
H 0.050 2.933 3.527
H 0.928 3.610 -0.088
H 1.033 3.842 -2.656
H 0.555 1.488 -3.812
H 0.272 -0.713 -2.376
H -0.701 -3.884 -5.487
H 1.129 -3.508 -4.339
H 1.819 -3.474 -5.990
H 1.359 -1.065 -4.100
H 2.823 -1.492 -5.224
H -0.072 -2.726 -7.638
H -1.505 -1.545 -6.828
*
```



(3)
Formula: C7H15NO4
Source: the OMol25 dataset
Level of theory: ωB97M-V/def2-TZVPD

Results
Frontier orbital gap ... 8.94 eV
SMILES string ... CN1[C@H](CO)[C@H](O)[C@@H](O)[C@H]1CO
LUMO ... 0.502 eV
Energy relative to the best compared isomer or geometry (same formula, charge and spin) ... 5.354 eV

ORCA input file:
```
! wB97M-V def2-TZVPD RIJCOSX def2/J DEFGRID3
* xyz 0 1
C -0.488 -2.256 -0.125
N -0.438 -0.788 -0.324
C 0.758 -0.218 -0.882
C 2.142 -0.593 -0.153
O 2.044 -0.727 1.293
C 0.450 1.338 -0.772
O 1.530 1.984 -1.118
C -0.079 1.535 0.588
O -0.677 2.743 0.784
C -0.830 0.136 0.761
C -2.338 0.053 0.447
O -2.515 -0.036 -0.944
H -1.483 -2.628 0.008
H 0.312 -2.432 0.592
H -0.028 -2.621 -1.177
H 0.860 -0.778 -1.869
H 2.202 -1.604 -0.783
H 2.831 0.205 -0.588
H 2.906 -1.011 1.836
H -0.397 1.758 -1.502
H 1.522 3.061 -1.333
H 0.897 1.228 1.350
H -1.324 2.551 1.686
H -0.419 -0.261 1.802
H -2.761 -0.968 0.749
H -2.907 0.993 0.853
H -1.769 -0.667 -1.180
*
```



(4)
Formula: C2H8S3
Source: the OMol25 dataset
Level of theory: ωB97M-V/def2-TZVPD

Results
Frontier orbital gap ... 9.17 eV
SMILES string ... CSC.SS
LUMO ... 0.460 eV
Energy relative to the best compared isomer or geometry (same formula, charge and spin) ... 0.157 eV

ORCA input file:
```
! wB97M-V def2-TZVPD RIJCOSX def2/J DEFGRID3
* xyz 0 1
C 1.330 -0.968 -1.474
S 1.099 0.704 -0.874
C 0.983 0.407 0.903
H 0.558 -1.624 -1.072
H 2.314 -1.384 -1.279
H 1.205 -0.939 -2.554
H 1.965 0.460 1.370
H 0.350 1.178 1.325
H 0.551 -0.585 1.088
S -3.427 0.025 1.085
S -2.624 1.537 -0.044
H -2.716 0.229 2.207
H -1.587 0.958 -0.681
*
```



(5)
Formula: C20H23CeClN2
Source: the OMol25 dataset
Level of theory: ωB97M-V/def2-TZVPD

Results
Frontier orbital gap ... 6.43 eV
LUMO ... -8.059 eV
Energy relative to the best compared isomer or geometry (same formula, charge and spin) ... 0.000 eV

ORCA input file:
```
! wB97M-V def2-TZVPD RIJCOSX def2/J DEFGRID3
* xyz 2 1
C 0.886 -6.587 0.001
C -0.406 -6.652 0.684
C 0.940 -6.469 -1.452
C 2.105 -6.398 0.794
Cl 0.320 -2.800 0.777
H 1.083 -7.467 -1.898
H 1.768 -5.816 -1.775
H 0.026 -6.016 -1.871
H -0.664 -7.701 0.907
H -1.223 -6.205 0.092
H -0.389 -6.089 1.633
H 2.560 -7.373 1.025
H 1.891 -5.864 1.734
H 2.839 -5.769 0.265
C -2.233 0.374 -0.970
C -1.362 -0.175 -1.949
C -1.152 -1.560 -1.660
H -0.912 0.347 -2.784
C -2.002 -1.881 -0.546
C -2.590 -0.681 -0.069
H -3.249 -0.655 0.793
H -2.644 1.386 -1.012
H -0.543 -2.259 -2.229
H -2.190 -2.862 -0.133
C 2.670 0.247 0.669
C 2.265 1.096 -0.420
C 1.929 0.267 -1.529
H 2.313 2.192 -0.458
C 2.110 -1.102 -1.133
C 2.630 -1.102 0.199
H 2.927 -1.961 0.791
H 2.998 0.511 1.666
H 1.664 0.619 -2.524
H 1.932 -1.987 -1.753
Ce 0.130 -0.339 0.278
N -1.024 7.547 1.356
C -0.907 6.423 1.112
C -0.689 5.015 0.907
C -0.667 4.380 -0.343
C -0.438 2.999 -0.407
N -0.285 2.224 0.698
C -0.321 2.849 1.909
C -0.503 4.224 2.045
H -0.758 4.933 -1.279
H -0.415 2.513 -1.391
H -0.139 2.205 2.775
H -0.521 4.669 3.048
*
```



(6)
Formula: C4H9NO2
Source: the OMol25 dataset
Level of theory: ωB97M-V/def2-TZVPD

Results
Frontier orbital gap ... 10.42 eV
SMILES string ... C[C@H](O)CNC=O
LUMO ... 0.734 eV
Energy relative to the best compared isomer or geometry (same formula, charge and spin) ... 1.039 eV

ORCA input file:
```
! wB97M-V def2-TZVPD RIJCOSX def2/J DEFGRID3
* xyz 0 1
C 2.351 -0.426 -0.599
C 0.996 0.245 -0.488
O 1.129 1.668 -0.422
C 0.264 -0.198 0.776
N -1.090 0.362 0.694
C -2.149 -0.332 0.227
O -2.142 -1.546 0.057
H 2.999 -0.176 0.243
H 2.218 -1.517 -0.572
H 2.899 -0.278 -1.531
H 0.441 -0.084 -1.370
H 1.453 1.948 -1.263
H 0.688 0.150 1.713
H 0.153 -1.277 0.721
H -1.272 1.346 0.541
H -3.031 0.253 -0.065
*
```



(7)
Formula: C3H2Cl2N2O
Source: the OMol25 dataset
Level of theory: ωB97M-V/def2-TZVPD

Results
Frontier orbital gap ... 9.75 eV
SMILES string ... [H]/N=C(\Cl)[C@H]1C(=O)N1Cl
LUMO ... -0.740 eV
Energy relative to the best compared isomer or geometry (same formula, charge and spin) ... 3.179 eV

ORCA input file:
```
! wB97M-V def2-TZVPD RIJCOSX def2/J DEFGRID3
* xyz 0 1
H -2.799 1.298 0.193
N -2.149 0.412 0.255
C -0.933 0.530 0.042
Cl -0.159 2.112 -0.360
C 0.063 -0.632 0.219
C 1.048 -0.826 -0.926
O 1.287 -1.116 -2.035
N 1.464 -0.702 0.380
Cl 2.690 0.202 1.322
H -0.510 -1.278 0.908
*
```



(8)
Formula: C4H9NOS2
Source: the OMol25 dataset
Level of theory: ωB97M-V/def2-TZVPD

Results
Frontier orbital gap ... 8.67 eV
SMILES string ... CSSC[C@@H](N)C=O
LUMO ... 0.414 eV
Energy relative to the best compared isomer or geometry (same formula, charge and spin) ... 2.594 eV

ORCA input file:
```
! wB97M-V def2-TZVPD RIJCOSX def2/J DEFGRID3
* xyz 0 1
C 3.479 -0.022 0.235
S 2.580 -0.957 -0.929
S 0.767 -0.334 -1.344
C -0.372 -0.721 -0.027
C -1.765 -0.172 -0.196
N -2.358 0.013 1.127
C -1.810 1.048 -1.097
O -0.985 1.965 -1.157
H 4.274 -0.698 0.546
H 3.692 0.949 -0.158
H 2.832 0.121 1.084
H -0.042 -0.251 0.930
H -0.387 -1.957 0.007
H -2.421 -1.075 -0.530
H -3.012 0.725 1.132
H -1.721 0.140 1.898
H -2.750 1.225 -1.522
*
```



(9)
Formula: C22H29N5O2
Source: the OMol25 dataset
Level of theory: ωB97M-V/def2-TZVPD

Results
Frontier orbital gap ... 7.93 eV
SMILES string ... CCCCCNC(=O)[C@H](C#N)c1nc2ccccc2nc1N1C[C@@H](C)O[C@@H](C)C1
LUMO ... -0.432 eV
Energy relative to the best compared isomer or geometry (same formula, charge and spin) ... 1.476 eV

ORCA input file:
```
! wB97M-V def2-TZVPD RIJCOSX def2/J DEFGRID3
* xyz 0 1
C 1.363 -3.077 5.771
C 0.772 -1.674 5.719
C 1.172 -0.945 4.437
C 0.631 0.484 4.360
C -0.869 0.552 4.076
N -1.164 0.208 2.702
C -1.793 1.047 1.874
O -2.299 2.103 2.177
C -1.890 0.518 0.414
C -2.589 -0.738 0.427
N -3.117 -1.754 0.428
C -0.525 0.333 -0.211
N 0.392 -0.234 0.518
C 1.676 -0.235 0.088
C 2.683 -0.865 0.836
C 3.989 -0.748 0.441
C 4.329 -0.003 -0.699
C 3.365 0.610 -1.453
C 2.013 0.488 -1.086
N 1.047 1.003 -1.870
C -0.213 0.865 -1.511
N -1.185 1.346 -2.349
C -2.321 0.513 -2.706
C -1.975 -0.359 -3.930
C -3.175 -1.182 -4.372
O -1.568 0.445 -5.014
C -0.433 1.234 -4.699
C -0.077 2.053 -5.929
C -0.745 2.130 -3.492
H 1.012 -3.671 4.930
H 1.074 -3.581 6.690
H 2.450 -3.037 5.731
H 1.120 -1.101 6.582
H -0.315 -1.744 5.785
H 2.263 -0.906 4.387
H 0.823 -1.521 3.577
H 1.155 1.027 3.569
H 0.832 0.993 5.304
H -1.414 -0.128 4.738
H -1.245 1.565 4.236
H -0.639 -0.552 2.286
H -2.463 1.263 -0.147
H 2.406 -1.428 1.713
H 4.770 -1.228 1.010
H 5.368 0.078 -0.983
H 3.607 1.172 -2.342
H -2.607 -0.147 -1.890
H -3.160 1.169 -2.957
H -1.141 -1.028 -3.643
H -2.907 -1.782 -5.237
H -3.499 -1.836 -3.567
H -3.991 -0.521 -4.651
H 0.405 0.571 -4.427
H 0.110 1.389 -6.768
H 0.811 2.648 -5.737
H -0.903 2.710 -6.187
H 0.140 2.695 -3.204
H -1.559 2.813 -3.751
*
```



(10)
Formula: C5H7N4O
Source: the OMol25 dataset
Level of theory: ωB97M-V/def2-TZVPD

Results
Frontier orbital gap ... 10.31 eV
SMILES string ... Cn1c(O)c[nH]/c1=[NH+]\C#N
LUMO ... -3.314 eV
Energy relative to the best compared isomer or geometry (same formula, charge and spin) ... 1.519 eV

ORCA input file:
```
! wB97M-V def2-TZVPD RIJCOSX def2/J DEFGRID3
* xyz 1 1
C -0.905 -1.683 0.008
N -0.524 -0.288 -0.056
C -1.467 0.726 -0.003
O -2.761 0.358 0.141
C -0.750 1.876 0.003
N 0.658 1.523 -0.085
C 0.713 0.161 -0.066
N 1.845 -0.731 0.077
C 3.076 -0.328 0.173
N 4.161 -0.001 0.168
H -0.069 -2.140 0.680
H -1.922 -1.862 0.269
H -0.853 -2.139 -1.085
H -3.381 1.008 -0.308
H -0.930 2.991 0.023
H 1.423 2.209 -0.021
H 1.686 -1.682 0.083
*
```



(11)
Formula: C7H14O4S2
Source: the OMol25 dataset
Level of theory: ωB97M-V/def2-TZVPD

Results
Frontier orbital gap (spin up / spin down) ... 5.74 / 8.58 eV
LUMO (spin up / spin down) ... -2.246 / 0.026 eV
Energy relative to the best compared isomer or geometry (same formula, charge and spin) ... 4.076 eV

ORCA input file:
```
! wB97M-V def2-TZVPD RIJCOSX def2/J DEFGRID3
* xyz 0 1
C -3.618 0.419 -1.480
C 0.472 2.307 -1.666
C 0.295 0.016 2.007
C 0.970 -2.110 0.797
C 2.342 -0.040 0.401
C -0.446 1.500 -0.848
C 0.935 -0.526 0.736
O -3.621 -1.841 -0.124
O -2.789 0.208 1.020
O 0.626 -0.564 -1.930
O -1.403 -0.933 -0.740
S -3.034 -0.546 -0.206
S -0.061 -0.167 -0.772
H -3.066 -0.059 -2.282
H 0.010 3.329 -1.956
H 1.427 2.592 -1.220
H 0.717 1.908 -2.592
H 0.409 0.976 2.091
H -0.674 -0.386 2.150
H 0.869 -0.511 2.785
H 1.850 -2.432 1.526
H 1.048 -2.724 -0.012
H 0.175 -2.432 1.399
H 2.936 -0.242 1.268
H 2.627 -0.664 -0.541
H 2.208 1.083 0.240
H -1.206 1.837 -0.053
*
```



(12)
Formula: C4H22O12
Source: the OMol25 dataset
Level of theory: ωB97M-V/def2-TZVPD

Results
Frontier orbital gap ... 5.32 eV
LUMO ... 4.987 eV

ORCA input file:
```
! wB97M-V def2-TZVPD RIJCOSX def2/J DEFGRID3
* xyz -2 1
C -0.149 -3.112 -1.234
C -1.412 -2.380 -1.780
O -2.590 -2.682 -1.458
O -1.304 -1.544 -2.675
H -0.285 -3.474 -0.215
H 0.794 -2.576 -1.349
H -0.135 -4.007 -1.855
C 0.702 -0.422 0.065
C -0.254 0.799 0.123
O -1.205 0.905 -0.703
O -0.220 1.607 1.053
H 0.603 -0.835 1.068
H 1.734 -0.125 -0.123
H 0.371 -1.271 -0.533
O 1.875 2.478 0.872
H 1.159 1.859 1.014
H 1.847 3.057 1.633
O 0.819 -3.120 1.686
H 1.483 -2.441 1.801
H 0.019 -2.639 1.470
O -2.508 -0.713 -0.744
H -2.980 -0.358 0.009
H -1.916 -0.010 -1.010
O 0.874 1.430 -2.107
H 0.234 1.000 -1.539
H 1.316 2.059 -1.537
O -1.616 2.704 -1.504
H -1.787 3.107 -0.652
H -1.273 1.836 -1.294
O 0.478 0.405 2.813
H 0.609 1.238 3.265
H 0.088 0.646 1.973
O 3.645 0.864 -0.691
H 3.145 0.581 -1.457
H 3.294 0.342 0.030
O -2.029 1.925 1.819
H -2.147 1.233 2.470
H -1.281 1.638 1.296
*
```



Respective electronic energy values: -125855.33235 -56605.83825 -17176.42496 -34709.24032 -49528.38862 -9879.02137 -33212.30445 -29499.88948 -34830.97738 -13298.09542 -37337.72646 -29066.20873 eV.